No. 1
An isolated ion of composition C4H10N3S and charge +1 at a distorted geometry. Source: the Open Molecules 2025 dataset; level of theory: the ωB97M-V functional and the def2-TZVPD basis.

```
18
Properties=species:S:1:pos:R:3
C -1.918 0.193 -0.719
C -0.858 -1.307 1.046
C 0.227 0.876 -0.431
C 2.775 1.546 0.134
N -1.902 -0.848 0.082
N 0.139 -2.120 0.435
N -0.996 1.087 -0.998
S 1.365 2.090 -0.648
H -2.774 0.332 -1.288
H -0.438 -0.323 1.256
H -1.414 -1.781 1.878
H 0.507 -1.692 -0.431
H 2.592 1.566 1.272
H 3.463 2.339 0.023
H 3.219 0.660 -0.267
H -2.643 -1.434 -0.037
H -0.171 -3.075 0.259
H -1.173 1.891 -1.564
```

LUMO level: -4.584 eV
total energy: -720.5371 a.u.
energy above the lowest of the compared OMol25 structures with the same formula, charge and spin: 58.6 kcal per mole
frontier orbital gap: 8.370 eV
F_max: 0.0665 hartree/bohr
charge: +1
HOMO energy: -13.0 eV

***

No. 2
A 2-piece molecular cluster, H4N2O2P overall at a distorted geometry. Source: the Open Molecules 2025 dataset; level of theory: the ωB97M-V functional and the def2-TZVPD basis.

```
9
Properties=species:S:1:pos:R:3
N 0.763 0.277 0.949
N -0.522 -0.800 -1.154
O 2.071 -0.991 -0.922
O 0.850 2.130 -1.700
P 0.950 -0.051 -0.746
H 1.706 0.477 1.252
H 0.228 1.132 1.021
H -1.275 -0.142 -1.028
H -0.639 -1.620 -0.567
```

LUMO level (alpha / beta): 4.228 / 4.230 eV
total energy: -603.7363 a.u.
energy above the lowest of the compared OMol25 structures with the same formula, charge and spin: 115.6 kcal per mole
frontier orbital gap (alpha / beta): 7.770 / 7.770 eV
F_max: 0.0935 hartree/bohr
charge: -1
HOMO energy (alpha / beta): -3.5 / -3.5 eV

***

No. 3
An isolated ion of composition C4H9N2O2S and charge +1 at a distorted geometry. Source: the Open Molecules 2025 dataset; level of theory: the ωB97M-V functional and the def2-TZVPD basis.

```
18
Properties=species:S:1:pos:R:3
C 0.999 -2.379 -1.255
O 0.299 -1.344 -0.665
C 0.696 -0.787 0.470
O 1.531 -1.121 1.240
N -0.291 0.189 0.797
C -0.162 0.826 1.965
N -0.957 1.801 2.416
S -1.517 0.608 -0.381
C -0.591 1.333 -1.764
H 1.524 -3.116 -0.559
H 1.603 -2.090 -2.202
H 0.148 -2.956 -1.770
H 0.673 0.443 2.636
H -0.927 2.171 3.289
H -1.754 2.059 1.865
H -0.824 0.609 -2.668
H 0.419 1.404 -1.576
H -0.871 2.350 -1.838
```

LUMO level: -4.251 eV
total energy: -815.7179 a.u.
SMILES: COC(=O)N(C=[NH2+])SC
energy above the lowest of the compared OMol25 structures with the same formula, charge and spin: 1.1 kcal per mole
frontier orbital gap: 9.402 eV
F_max: 0.0966 hartree/bohr
charge: +1
HOMO energy: -13.7 eV

***

No. 4
C41H33CaCl2N11S2 as an isolated structure at a distorted geometry. Source: the Open Molecules 2025 dataset; level of theory: the ωB97M-V functional and the def2-TZVPD basis.

```
90
Properties=species:S:1:pos:R:3
Ca -0.345 -0.073 0.197
C -4.924 0.843 -0.051
C -3.654 0.518 0.460
N -2.718 -0.058 -0.257
C -2.992 -0.413 -1.549
C -4.239 -0.125 -2.144
C -5.203 0.533 -1.348
C -4.480 -0.468 -3.498
C -3.475 -1.048 -4.216
C -2.227 -1.354 -3.634
C -1.955 -1.102 -2.296
N -0.780 -1.358 -1.634
C 0.076 -2.386 -1.957
C -0.209 -3.491 -2.745
C 0.744 -4.503 -2.994
C 2.007 -4.439 -2.489
C 2.340 -3.362 -1.632
C 3.611 -3.240 -1.035
C 3.876 -2.209 -0.186
C 2.852 -1.292 0.095
N 1.655 -1.360 -0.443
C 1.384 -2.369 -1.330
H -5.650 1.337 0.582
H -3.402 0.740 1.491
H -6.163 0.784 -1.787
H -5.447 -0.260 -3.940
H -3.635 -1.287 -5.262
H -1.446 -1.771 -4.257
H -1.202 -3.599 -3.157
H 0.454 -5.349 -3.608
H 2.746 -5.203 -2.706
H 4.371 -3.981 -1.266
H 4.849 -2.087 0.272
H 3.028 -0.479 0.790
C 1.089 -1.763 6.232
C 1.280 -2.718 5.057
N 0.197 -2.673 4.084
C -0.019 -1.664 3.214
S -1.453 -1.718 2.247
N 0.902 -0.690 3.278
N 0.904 0.149 2.214
C 1.597 1.236 2.335
C 2.268 1.632 3.613
C 1.829 2.043 1.112
C 2.675 3.150 1.134
C 2.973 3.809 -0.046
C 2.433 3.352 -1.236
C 1.579 2.268 -1.175
N 1.272 1.632 -0.041
H 1.946 -1.815 6.910
H 0.186 -2.016 6.795
H 0.995 -0.742 5.865
H 1.338 -3.743 5.421
H 2.211 -2.488 4.542
H -0.553 -3.337 4.153
H 2.029 2.668 3.877
H 3.358 1.548 3.535
H 1.933 0.975 4.408
H 3.097 3.490 2.070
H 3.633 4.668 -0.035
H 2.661 3.825 -2.182
H 1.121 1.877 -2.077
S -3.667 7.716 -0.159
N -3.202 6.842 1.113
C -2.745 5.706 0.628
C -2.244 4.587 1.418
C -2.231 4.602 2.813
C -1.802 3.484 3.488
C -1.371 2.387 2.744
N -1.351 2.376 1.416
C -1.795 3.448 0.748
C -1.841 3.368 -0.744
N -1.397 2.243 -1.330
C -1.488 2.139 -2.652
C -2.013 3.137 -3.469
C -2.445 4.299 -2.880
C -2.361 4.425 -1.494
C -2.812 5.622 -0.792
N -3.316 6.699 -1.359
H -2.572 5.490 3.331
H -1.802 3.443 4.570
H -1.035 1.478 3.239
H -1.135 1.207 -3.087
H -2.073 2.989 -4.540
H -2.857 5.117 -3.457
Cl 2.007 -0.364 -3.640
C 3.660 0.180 -3.945
Cl 4.882 -0.934 -3.331
H 3.796 1.132 -3.449
H 3.795 0.263 -5.014
```

LUMO level: -0.625 eV
total energy: -4579.1118 a.u.
energy above the lowest of the compared OMol25 structures with the same formula, charge and spin: 0.0 kcal per mole
frontier orbital gap: 5.594 eV
F_max: 0.0202 hartree/bohr
HOMO energy: -6.2 eV